C39H49Cl5N5O4P2PbSSe | the ωB97M-V functional and the def2-TZVPD basis

The geometry in XYZ format:
```
107
Properties=species:S:1:pos:R:3:mulliken_charge:R:1
Pb 12.510 9.012 14.162 1.613
C 9.719 11.285 16.665 -1.449
C 10.482 10.269 17.518 0.713
C 9.657 8.984 17.674 -1.620
P 12.117 9.901 16.755 0.712
C 12.766 8.522 17.790 0.450
C 14.253 8.341 17.468 -1.375
C 12.615 8.751 19.305 -1.638
C 13.284 11.306 16.909 0.662
C 13.249 12.010 18.127 -0.672
C 13.934 13.220 18.298 -1.438
C 14.857 13.563 17.278 -0.727
C 15.059 12.810 16.134 -0.416
C 14.169 11.685 15.835 -0.737
N 14.164 11.091 14.627 2.055
C 14.827 11.676 13.510 -0.756
C 14.527 12.969 12.986 -0.034
C 15.133 13.458 11.837 -1.138
C 15.983 12.579 11.086 -1.127
C 16.190 11.296 11.528 -1.010
C 15.711 10.876 12.767 1.179
P 15.893 9.193 13.458 0.980
C 16.949 9.564 15.015 1.211
C 17.514 8.204 15.393 -1.383
C 18.016 10.670 15.047 -1.439
C 17.142 8.360 12.347 0.115
C 16.405 7.965 11.033 -1.902
C 18.507 8.995 12.184 -1.572
H 8.740 11.544 17.146 0.496
H 10.234 12.238 16.585 0.304
H 9.541 10.899 15.651 0.024
H 10.552 10.757 18.491 0.610
H 9.479 8.426 16.737 0.185
H 10.060 8.336 18.382 0.481
H 8.648 9.276 18.117 0.426
H 12.253 7.589 17.536 0.628
H 14.897 9.167 17.772 0.165
H 14.555 7.442 18.056 0.579
H 14.414 8.116 16.395 -0.058
H 13.126 9.697 19.582 0.248
H 11.581 8.879 19.549 0.431
H 13.024 7.867 19.795 0.483
H 12.602 11.672 18.918 0.237
H 13.947 13.787 19.183 0.470
H 15.562 14.370 17.460 0.356
H 15.866 13.014 15.417 0.200
H 13.806 13.615 13.552 0.299
H 14.916 14.459 11.501 0.400
H 16.426 12.990 10.172 0.409
H 16.824 10.622 10.914 -0.022
H 16.261 9.825 15.847 -0.673
H 18.390 7.982 14.720 0.320
H 17.889 8.080 16.441 0.348
H 16.759 7.383 15.219 0.271
H 18.858 10.341 14.456 0.336
H 17.660 11.625 14.695 0.224
H 18.327 10.886 16.103 0.396
H 17.203 7.407 12.823 0.910
H 16.493 8.718 10.352 0.476
H 16.826 7.024 10.695 0.475
H 15.326 7.792 11.155 0.317
H 18.495 10.008 11.741 0.118
H 19.016 9.051 13.120 0.364
H 19.167 8.354 11.571 0.499
Cl 11.255 12.733 13.880 -0.233
C 10.122 11.594 13.252 0.939
C 10.416 10.225 13.321 -2.457
C 9.490 9.353 12.757 1.310
Cl 9.752 7.662 12.955 -0.187
C 8.333 9.786 12.088 -0.156
Cl 7.136 8.724 11.454 -0.163
C 8.139 11.171 11.990 0.179
Cl 6.667 11.745 11.250 -0.135
C 8.941 12.069 12.669 0.006
Cl 8.522 13.722 12.782 -0.199
Se 14.424 5.031 14.598 -0.334
C 12.943 5.989 14.808 0.262
N 11.980 6.598 15.100 -0.825
C 7.828 10.347 8.163 -1.389
C 9.190 10.891 8.597 0.300
S 10.133 11.446 7.169 1.315
O 9.462 12.573 6.523 -0.737
O 10.428 10.271 6.366 -0.628
C 11.677 12.152 7.708 -0.691
C 12.878 11.166 7.796 -0.989
N 12.622 9.974 8.566 0.367
C 12.425 9.896 9.914 -0.553
N 12.023 8.714 10.235 -0.045
C 11.905 7.980 9.129 -1.113
C 12.270 8.775 8.079 0.413
N 12.498 8.360 6.736 1.242
O 13.361 8.958 6.098 -0.683
O 11.836 7.406 6.375 -0.632
C 12.594 10.993 10.902 1.319
H 7.371 10.012 9.082 0.379
H 7.971 9.386 7.652 0.380
H 7.231 11.088 7.652 0.341
H 9.759 10.078 9.076 -0.200
H 9.049 11.748 9.289 0.311
H 11.426 12.593 8.711 0.265
H 11.872 12.958 6.960 0.536
H 13.711 11.712 8.262 0.399
H 13.068 10.885 6.768 0.572
H 11.676 6.925 9.131 0.512
H 13.412 11.705 10.663 0.031
H 12.892 10.423 11.857 -1.206
H 11.756 11.590 11.181 0.186
```

Output
ΔE to the lowest compared entry with this formula, charge and spin ... 0.144 eV
Net charge ... -1
E ... -8066.3543 Ha



C39H49NO12 | the ωB97M-V functional and the def2-TZVPD basis

The geometry in XYZ format:
```
101
Properties=species:S:1:pos:R:3:mulliken_charge:R:1
C -1.629 -16.410 -16.519 -1.612
C -2.830 -15.759 -17.254 1.343
C -4.065 -15.867 -16.326 0.659
C -4.164 -14.777 -15.272 -1.480
C -4.091 -13.444 -15.984 -0.481
C -2.683 -13.151 -16.521 1.593
N -2.432 -14.276 -17.499 1.336
O -1.345 -14.117 -18.162 -0.425
C -1.527 -13.053 -15.530 -1.635
C -2.736 -11.839 -17.302 -1.540
C -3.151 -16.438 -18.604 -1.887
H -1.935 -17.422 -16.264 0.415
H -1.462 -15.873 -15.585 0.352
H -0.725 -16.332 -17.119 0.394
H -4.130 -16.887 -15.948 0.885
H -4.935 -15.718 -16.967 -1.343
H -3.431 -14.930 -14.476 0.572
H -5.079 -14.861 -14.683 0.382
H -4.291 -12.635 -15.278 0.664
H -4.897 -13.345 -16.713 -0.515
H -1.411 -13.910 -14.866 0.329
H -1.681 -12.195 -14.874 0.427
H -0.522 -12.870 -15.910 0.393
H -3.457 -11.836 -18.121 0.055
H -1.777 -11.637 -17.782 0.475
H -2.995 -10.949 -16.730 0.382
H -3.924 -15.849 -19.102 0.340
H -3.593 -17.398 -18.342 0.369
H -2.368 -16.479 -19.359 0.513
O -6.482 -14.987 -19.353 1.282
H -6.277 -15.505 -18.563 -0.927
C -5.038 -17.683 -21.426 -0.173
C -3.959 -18.443 -21.771 -0.790
C -3.361 -18.214 -23.016 0.540
C -3.898 -17.336 -23.931 -0.768
C -4.833 -16.406 -23.431 -0.471
C -5.409 -16.581 -22.208 0.312
O -6.465 -15.825 -21.844 -0.643
O -2.361 -19.119 -23.448 -0.570
H -5.412 -17.819 -20.418 0.503
H -3.614 -19.230 -21.116 0.471
H -3.459 -17.139 -24.898 0.364
H -5.238 -15.626 -24.062 0.444
H -6.464 -15.649 -20.880 -0.335
H -2.525 -19.453 -24.332 0.315
C -2.974 -11.190 -22.179 -0.708
C -3.091 -11.907 -21.012 -0.607
C -4.308 -12.534 -20.704 0.602
C -5.402 -12.373 -21.554 -0.284
C -5.261 -11.660 -22.750 -0.990
C -4.085 -10.964 -22.971 0.716
O -4.096 -9.971 -23.917 -0.553
O -4.352 -13.465 -19.707 0.350
H -2.019 -10.744 -22.426 0.323
H -2.221 -11.978 -20.374 0.319
H -6.319 -12.871 -21.269 0.427
H -6.101 -11.532 -23.418 0.448
H -3.375 -9.340 -23.872 0.300
H -5.232 -13.891 -19.608 -0.450
C -8.740 -18.952 -17.664 -0.438
C -8.622 -19.574 -16.417 -0.680
C -8.045 -18.875 -15.369 0.968
C -7.536 -17.563 -15.537 -0.892
C -7.523 -17.056 -16.821 0.379
C -8.134 -17.744 -17.892 -0.049
O -8.061 -17.271 -19.146 -0.722
O -7.946 -19.524 -14.145 -0.587
H -9.131 -19.512 -18.502 0.414
H -9.024 -20.556 -16.215 0.426
H -7.076 -17.007 -14.730 0.246
H -7.145 -16.066 -17.040 0.292
H -7.535 -16.449 -19.107 0.248
H -7.711 -18.888 -13.464 0.290
C -11.106 -11.697 -19.586 -0.890
C -10.144 -12.201 -18.726 -0.438
C -9.287 -13.214 -19.107 0.542
C -9.396 -13.805 -20.378 -0.327
C -10.298 -13.229 -21.265 -0.768
C -11.086 -12.169 -20.898 0.711
O -12.047 -11.714 -21.781 -0.567
O -8.438 -13.695 -18.155 -0.495
H -11.782 -10.895 -19.323 0.314
H -10.126 -11.819 -17.713 0.440
H -8.716 -14.584 -20.693 0.470
H -10.421 -13.620 -22.266 0.451
H -12.794 -11.337 -21.312 0.293
H -7.769 -14.277 -18.588 0.318
C -6.172 -9.804 -14.756 -0.576
C -5.985 -10.295 -16.032 -0.531
C -6.760 -11.346 -16.466 0.087
C -7.673 -11.944 -15.593 -0.103
C -7.771 -11.461 -14.307 -0.624
C -7.039 -10.379 -13.847 0.448
O -7.293 -9.955 -12.571 -0.556
O -6.566 -11.865 -17.713 -0.444
H -5.659 -8.904 -14.436 0.274
H -5.177 -9.836 -16.582 0.577
H -8.352 -12.756 -15.809 0.494
H -8.449 -11.977 -13.639 0.410
H -6.917 -9.079 -12.446 0.292
H -7.240 -12.521 -17.982 -0.106
```

Output
ΔE to the lowest compared entry with this formula, charge and spin ... 0.000 eV
E ... -2472.9768 Ha



C39H49NOP2PtS3 | the ωB97M-V functional and the def2-TZVPD basis

The geometry in XYZ format:
```
96
Properties=species:S:1:pos:R:3:mulliken_charge:R:1
Pt -0.426 0.098 -0.309 2.480
C -3.347 2.155 -0.571 -1.555
C -2.254 3.167 -0.910 1.032
C -2.572 4.509 -0.265 -1.464
P -0.632 2.402 -0.393 -0.660
C 0.729 3.207 -1.387 2.119
C 0.852 4.718 -1.556 -1.694
C 2.021 2.587 -0.862 -1.301
C -0.396 2.847 1.357 0.130
C 0.002 4.105 1.781 -0.221
C 0.326 4.375 3.103 0.418
C 0.693 5.758 3.549 -1.795
C 0.299 3.314 4.011 -1.113
C -0.104 2.059 3.630 -0.916
C -0.523 1.788 2.306 0.227
N -0.953 0.582 1.900 0.189
C -1.346 -0.428 2.718 0.174
C -2.098 -0.187 3.881 -0.368
C -2.445 -1.211 4.732 -0.933
C -2.056 -2.521 4.468 0.375
C -2.355 -3.628 5.437 -1.602
C -1.399 -2.786 3.271 -0.566
C -1.067 -1.781 2.375 -0.147
P -0.271 -2.002 0.744 -0.657
C -0.800 -3.561 -0.124 1.826
C -1.124 -4.818 0.674 -1.698
C -1.993 -3.153 -0.985 -1.299
C 1.528 -2.217 1.147 1.295
C 2.008 -0.906 1.767 -1.724
C 1.860 -3.409 2.033 -1.445
H -4.311 2.485 -0.954 0.507
H -3.429 2.039 0.509 0.313
H -3.116 1.178 -0.998 0.264
H -2.199 3.284 -1.999 0.286
H -2.593 4.414 0.819 0.257
H -3.553 4.850 -0.593 0.515
H -1.847 5.272 -0.529 0.282
H 0.537 2.793 -2.386 -0.887
H 1.149 5.218 -0.638 0.352
H -0.072 5.155 -1.925 0.358
H 1.631 4.912 -2.294 0.453
H 2.225 2.922 0.155 0.240
H 2.868 2.854 -1.490 0.552
H 1.920 1.497 -0.862 -0.084
H 0.058 4.912 1.068 0.288
H 1.053 6.358 2.716 0.352
H 1.461 5.729 4.321 0.402
H -0.183 6.258 3.969 0.321
H 0.609 3.488 5.031 0.412
H -0.089 1.248 4.343 0.542
H -2.404 0.827 4.100 0.611
H -3.011 -0.987 5.626 0.395
H -2.570 -3.226 6.424 0.379
H -1.515 -4.315 5.516 0.378
H -3.219 -4.208 5.113 0.311
H -1.124 -3.807 3.053 0.610
H 0.057 -3.755 -0.780 -0.289
H -2.052 -4.700 1.232 0.375
H -0.325 -5.088 1.359 0.324
H -1.253 -5.648 -0.022 0.435
H -2.848 -2.915 -0.352 0.362
H -2.274 -3.947 -1.675 0.442
H -1.730 -2.272 -1.574 0.041
H 1.999 -2.344 0.169 -0.121
H 1.577 -0.770 2.758 0.444
H 1.699 -0.062 1.139 0.122
H 3.094 -0.896 1.857 0.613
H 1.283 -3.385 2.956 0.286
H 2.919 -3.381 2.290 0.451
H 1.669 -4.344 1.511 0.349
O 0.788 -1.344 -1.612 -0.671
C 1.218 -1.333 -2.909 2.985
C 2.732 -1.453 -2.933 -0.825
C 3.576 -1.053 -1.948 -0.248
C 4.938 -1.250 -2.267 -0.933
C 5.108 -1.796 -3.495 -0.724
S 3.608 -2.090 -4.287 0.022
C 0.593 -2.493 -3.663 -0.394
C -0.394 -2.487 -4.599 -0.631
C -0.748 -3.781 -5.044 -0.695
C -0.033 -4.755 -4.430 -0.638
S 1.082 -4.110 -3.288 -0.055
C 0.813 -0.054 -3.614 -0.590
C -0.403 0.551 -3.519 -0.722
C -0.497 1.720 -4.310 -1.254
C 0.651 1.983 -4.986 -0.408
S 1.866 0.802 -4.680 -0.163
H 3.226 -0.631 -1.025 0.388
H 5.745 -0.995 -1.601 0.436
H 6.021 -2.048 -3.999 0.489
H -0.849 -1.590 -4.981 0.561
H -1.495 -3.968 -5.794 0.441
H -0.080 -5.816 -4.582 0.504
H -1.204 0.143 -2.917 0.858
H -1.379 2.334 -4.369 0.430
H 0.871 2.810 -5.630 0.482
```

Output
ΔE to the lowest compared entry with this formula, charge and spin ... 1.773 eV
E ... -3642.1056 Ha



C39H50BrCsGeN6O7S | the ωB97M-V functional and the def2-TZVPD basis

The geometry in XYZ format:
```
106
Properties=species:S:1:pos:R:3:mulliken_charge:R:1
Cs 0.633 -0.275 0.740 1.198
N -0.836 -4.889 -0.431 -0.396
C 0.424 -4.475 0.023 0.477
S 0.376 -3.645 1.558 -0.493
N 1.395 -4.798 -0.766 -0.935
N 2.687 -4.364 -0.492 -0.284
C 2.846 -3.103 -0.468 -0.073
C 4.167 -2.472 -0.311 0.294
C 5.342 -3.210 -0.230 -0.527
C 6.573 -2.587 -0.105 -0.714
C 6.637 -1.199 -0.057 -0.533
C 5.483 -0.436 -0.127 -0.607
C 4.246 -1.069 -0.255 0.418
O 3.097 -0.384 -0.310 0.411
H -1.508 -5.008 0.308 0.205
H -0.790 -5.619 -1.126 0.212
H 1.987 -2.442 -0.595 0.364
H 5.258 -4.288 -0.268 0.472
H 7.478 -3.179 -0.044 0.346
H 7.595 -0.701 0.043 0.392
H 5.515 0.646 -0.081 0.407
C -4.464 -1.247 2.968 -1.890
C -4.390 -1.188 1.437 2.044
C -3.876 -2.527 0.904 -1.732
C -5.779 -0.898 0.866 -1.596
O -3.529 -0.124 1.119 -0.504
Ge -2.394 -0.068 -0.386 -0.594
O -1.924 1.721 -0.129 0.593
C -2.652 2.845 0.318 2.212
C -4.089 2.852 -0.196 -1.607
C -1.911 4.073 -0.219 -1.804
C -2.643 2.866 1.849 -1.131
O -3.882 0.044 -1.589 -0.478
C -3.732 -0.219 -2.966 1.704
C -5.088 0.094 -3.605 -1.957
C -3.382 -1.688 -3.195 -1.680
C -2.661 0.685 -3.579 -1.346
H -5.176 -2.004 3.310 0.398
H -4.772 -0.274 3.354 0.368
H -3.480 -1.485 3.375 0.362
H -4.521 -3.342 1.246 0.549
H -2.856 -2.720 1.242 0.374
H -3.872 -2.538 -0.188 0.196
H -6.469 -1.723 1.074 0.491
H -5.704 -0.746 -0.210 0.026
H -6.183 0.013 1.313 0.339
H -4.102 2.804 -1.284 0.183
H -4.593 3.771 0.125 0.534
H -4.639 1.991 0.178 0.102
H -1.919 4.065 -1.310 0.424
H -0.869 4.051 0.106 0.248
H -2.368 5.004 0.127 0.357
H -3.099 1.951 2.223 0.021
H -3.185 3.733 2.241 0.452
H -1.611 2.917 2.202 0.005
H -5.858 -0.537 -3.158 0.409
H -5.078 -0.077 -4.686 0.383
H -5.350 1.135 -3.414 0.374
H -4.139 -2.321 -2.728 0.303
H -2.418 -1.938 -2.751 0.273
H -3.346 -1.923 -4.263 0.493
H -2.899 1.730 -3.379 0.261
H -2.586 0.538 -4.661 0.522
H -1.683 0.479 -3.139 0.179
C 2.042 0.750 -3.947 -1.084
O 2.395 1.253 -2.682 -0.084
C 2.778 2.557 -2.604 0.448
C 2.877 3.409 -3.678 -0.472
C 3.251 4.742 -3.456 -0.486
Br 3.390 5.902 -4.966 -0.293
C 3.491 5.224 -2.202 -0.481
C 3.389 4.357 -1.102 0.131
C 3.065 2.993 -1.267 0.218
O 2.967 2.171 -0.277 -1.019
C 3.551 4.907 0.240 0.346
N 3.837 6.159 0.542 -0.844
C 3.831 6.191 1.918 0.352
C 4.048 7.251 2.798 -0.774
C 3.969 7.006 4.156 -0.377
C 3.683 5.726 4.654 -0.720
C 3.465 4.658 3.801 -0.623
C 3.540 4.912 2.438 0.394
N 3.359 4.116 1.337 0.518
H 2.885 0.805 -4.645 0.384
H 1.186 1.292 -4.364 0.372
H 1.766 -0.291 -3.790 0.212
H 2.658 3.070 -4.680 0.509
H 3.746 6.259 -2.024 0.603
H 3.198 0.618 -0.440 -0.181
H 4.265 8.241 2.417 0.428
H 4.132 7.819 4.853 0.354
H 3.635 5.571 5.725 0.386
H 3.249 3.665 4.176 0.543
H 3.173 3.118 1.196 -0.038
O 1.784 0.923 2.821 -0.749
N 1.139 1.371 3.830 0.581
C 0.840 0.549 4.864 -0.230
C 0.112 1.012 5.936 -0.776
C -0.321 2.330 5.969 -0.262
C -0.005 3.154 4.900 -0.953
C 0.722 2.661 3.841 -0.604
H 1.202 -0.460 4.733 0.523
H -0.119 0.318 6.732 0.405
H -0.902 2.699 6.802 0.413
H -0.327 4.184 4.860 0.454
H 0.995 3.217 2.957 0.981
```

Output
ΔE to the lowest compared entry with this formula, charge and spin ... 0.257 eV
Net charge ... -2
E ... -7440.7404 Ha



ΔE to the lowest compared entry with this formula, charge and spin of number 3 (C39H49NOP2PtS3)?
1.773 eV



Among the records above, which one has the lowest ΔE to the lowest compared entry with this formula, charge and spin?
C39H49NO12



Which of these has the lowest ΔE to the lowest compared entry with this formula, charge and spin?
C39H49NO12